Formula: C10H14N2O
Source: OMol25
Level of theory: ωB97M-V/def2-TZVPD

Last column: natural (NBO) charge in e.
Element x y z (Å)
C: 1.822 -1.954 1.087  -0.60
C: 0.608 -1.359 0.341  -0.28
C: -0.511 -1.196 1.284  -0.22
N: -1.776 -0.579 0.791  -0.25
C: -1.987 0.853 0.607  -0.48
N: -2.677 -1.424 0.256  0.22
O: -3.662 -0.999 -0.327  -0.41
C: 1.041 -0.024 -0.295  0.02
C: 1.857 0.811 0.489  -0.25
C: 2.270 2.061 -0.014  -0.18
C: 1.836 2.474 -1.280  -0.25
C: 1.156 1.595 -2.017  -0.19
C: 0.777 0.337 -1.643  -0.24
H: 1.614 -2.968 1.295  0.21
H: 2.733 -2.120 0.486  0.23
H: 2.129 -1.444 1.953  0.20
H: 0.431 -2.057 -0.469  0.23
H: -0.851 -2.267 1.466  0.24
H: -0.342 -0.734 2.255  0.21
H: -1.440 1.321 1.534  0.22
H: -1.586 1.232 -0.503  0.23
H: -3.164 0.989 0.679  0.25
H: 2.217 0.454 1.443  0.21
H: 2.706 2.847 0.715  0.22
H: 2.025 3.538 -1.527  0.22
H: 0.567 1.858 -2.985  0.21
H: 0.207 -0.225 -2.399  0.23

Output
charge = 0
largest force on an atom = 0.1061 Eh/bohr
highest occupied orbital energy = -8.92 eV
energy relative to the best compared isomer or geometry (same formula, charge and spin) = 4.289 eV
DFT total energy = -574.061571 Ha


Formula: C10H14N2O2
Source: OMol25
Level of theory: ωB97M-V/def2-TZVPD

Last column: natural (NBO) charge in e.
Element x y z (Å)
C: -0.036 -0.027 -2.742  0.22
C: -1.007 -0.382 1.050  0.21
C: -1.540 -0.974 -0.154  -0.43
C: -0.478 -1.866 -1.212  -0.43
C: 1.857 -0.762 -1.195  -0.44
C: 1.870 -0.435 0.347  -0.09
C: 0.462 -0.932 -1.793  -0.10
C: 0.642 1.487 0.581  0.85
C: -0.927 -1.024 2.378  -0.66
C: -0.591 3.436 0.564  -0.25
N: -0.472 0.582 -3.626  -0.34
N: -0.487 0.887 0.775  -0.61
O: 1.830 0.987 0.430  -0.46
O: 0.698 2.840 0.389  -0.48
H: -2.253 -1.857 0.038  0.22
H: -1.981 -0.346 -0.885  0.23
H: 0.076 -2.840 -0.799  0.21
H: -1.131 -2.365 -1.915  0.24
H: 2.445 -0.054 -1.635  0.23
H: 2.372 -1.605 -1.437  0.22
H: 1.099 -1.076 0.859  0.21
H: 2.883 -0.877 0.644  0.21
H: 0.198 -0.934 2.718  0.21
H: -1.116 -2.037 2.268  0.22
H: -1.695 -0.509 2.945  0.24
H: -0.278 4.431 0.551  0.20
H: -1.182 3.014 1.305  0.21
H: -1.260 3.236 -0.450  0.18

Output
charge = 0
largest force on an atom = 0.1021 Eh/bohr
highest occupied orbital energy (alpha / beta) = -7.76 / -6.63 eV
energy relative to the best compared isomer or geometry (same formula, charge and spin) = 4.594 eV
DFT total energy = -649.231738 Ha


Formula: C10H14N3
Source: OMol25
Level of theory: ωB97M-V/def2-TZVPD

Last column: Mulliken spin population.
Element x y z (Å)
C: -2.474 -1.050 2.016  0.01
C: -1.525 -2.098 1.941  0.00
C: -2.067 -0.130 1.060  -0.01
C: 1.245 1.906 -1.992  0.17
C: -0.133 1.633 -2.202  0.40
C: 1.759 1.483 -0.877  0.52
C: -0.812 0.783 -1.389  0.68
C: 0.965 0.833 0.217  0.01
C: 1.651 0.024 1.321  0.02
C: 0.607 -1.261 -1.187  0.04
N: -0.660 -1.789 1.016  0.00
N: -0.971 -0.700 0.488  0.02
N: -0.027 -0.118 -0.514  0.02
H: -3.262 -0.995 2.705  0.00
H: -1.504 -3.042 2.299  0.00
H: -2.622 0.808 0.974  0.00
H: 1.793 2.527 -2.719  0.01
H: -0.793 2.411 -2.739  0.01
H: 2.745 1.651 -0.571  0.04
H: -1.853 0.534 -1.415  0.00
H: 0.161 1.596 0.648  0.04
H: 0.797 -0.354 1.936  0.00
H: 2.430 0.678 2.025  0.00
H: 2.299 -0.814 0.927  -0.01
H: 0.678 -2.024 -0.393  -0.01
H: -0.036 -1.660 -1.955  0.00
H: 1.609 -0.833 -1.619  0.02

Output
charge = +1
largest force on an atom = 0.1522 Eh/bohr
spin multiplicity = 3
expectation value of S² = 2.01
highest occupied orbital energy (alpha / beta) = -10.50 / -13.67 eV
energy relative to the best compared isomer or geometry (same formula, charge and spin) = 2.484 eV
DFT total energy = -553.189489 Ha


Formula: C10H14N3O
Source: OMol25
Level of theory: ωB97M-V/def2-TZVPD

Last column: natural (NBO) charge in e.
Element x y z (Å)
C: 1.876 -1.497 0.382  -0.39
N: 2.017 -0.274 -0.607  -0.38
N: 0.822 0.404 -1.109  -0.27
C: -0.338 -0.516 -1.816  -0.03
N: -1.085 -1.231 -0.799  -0.45
C: -1.398 -2.682 -0.974  -0.41
C: -1.595 -0.613 0.290  0.60
O: -2.238 -1.226 1.104  -0.56
C: -1.029 0.610 0.546  -0.18
C: -1.614 1.553 1.468  -0.09
C: -0.983 2.767 1.812  -0.21
C: 0.224 3.102 1.200  -0.14
C: 0.844 2.258 0.292  -0.25
C: 0.225 1.074 -0.024  0.11
H: 1.114 -1.196 0.961  0.23
H: 1.658 -2.367 -0.196  0.23
H: 2.780 -1.553 0.956  0.24
H: 2.604 0.390 -0.107  0.44
H: 2.614 -0.584 -1.476  0.44
H: -1.052 0.263 -2.146  0.24
H: 0.217 -1.086 -2.575  0.23
H: -0.677 -3.145 -1.709  0.21
H: -1.079 -3.057 0.072  0.22
H: -2.436 -2.803 -1.078  0.24
H: -2.377 1.290 2.090  0.24
H: -1.538 3.629 2.192  0.25
H: 0.836 3.935 1.560  0.23
H: 1.608 2.556 -0.310  0.22

Output
charge = +1
largest force on an atom = 0.1544 Eh/bohr
highest occupied orbital energy = -12.93 eV
energy relative to the best compared isomer or geometry (same formula, charge and spin) = 3.381 eV
DFT total energy = -628.606288 Ha


Formula: C10H14N4
Source: OMol25
Level of theory: ωB97M-V/def2-TZVPD

Last column: natural (NBO) charge in e.
Element x y z (Å)
C: 0.777 -2.695 -0.387  -0.27
C: 0.931 -3.224 0.837  -0.10
C: 0.377 -0.867 1.603  -0.44
C: 0.221 -0.398 0.309  0.13
C: 0.504 -1.356 -0.743  0.25
C: 0.839 -2.229 1.950  0.20
C: -2.508 1.540 -0.376  -0.61
C: -0.752 2.694 1.245  -0.60
C: 1.475 0.679 -3.202  -0.47
C: -1.333 1.465 0.706  -0.06
N: 0.694 -1.038 -1.967  -0.03
N: 1.204 -2.592 3.127  -0.64
N: -0.325 0.692 0.000  -0.50
N: 0.484 -0.177 -2.820  0.02
H: 0.877 -3.315 -1.268  0.22
H: 1.174 -4.304 1.086  0.25
H: 0.458 -0.210 2.409  0.20
H: -1.993 1.328 -1.328  0.23
H: -3.229 0.739 -0.070  0.21
H: -2.970 2.466 -0.465  0.20
H: 0.074 2.498 2.000  0.21
H: -1.516 3.303 1.662  0.21
H: -0.334 3.283 0.396  0.20
H: 1.876 0.212 -4.104  0.24
H: 1.065 1.682 -3.470  0.25
H: 2.279 0.800 -2.556  0.21
H: -1.632 0.829 1.575  0.18
H: 1.283 -1.805 3.851  0.34

Output
charge = 0
largest force on an atom = 0.0814 Eh/bohr
highest occupied orbital energy (alpha / beta) = -6.89 / -6.64 eV
energy relative to the best compared isomer or geometry (same formula, charge and spin) = 5.362 eV
DFT total energy = -608.232979 Ha


Formula: C10H14N4O
Source: OMol25
Level of theory: ωB97M-V/def2-TZVPD

Last column: natural (NBO) charge in e.
Element x y z (Å)
C: -1.481 -2.354 -2.413  -0.40
N: -0.992 -2.620 -1.063  -0.47
C: -1.265 -4.042 -0.695  -0.44
C: -1.270 -1.552 -0.098  -0.22
C: -0.263 -1.685 1.109  -0.22
N: -0.366 -0.481 2.004  -0.19
N: -1.057 -0.507 3.179  -0.09
N: -1.143 0.809 3.602  0.26
O: -1.816 1.166 4.574  -0.48
C: -0.471 1.654 2.736  0.02
C: -0.009 2.987 2.724  -0.17
C: 0.715 3.557 1.668  -0.23
C: 1.316 2.723 0.685  -0.18
C: 1.012 1.327 0.735  -0.25
C: 0.127 0.797 1.751  0.14
H: -0.816 -2.918 -3.109  0.20
H: -2.491 -2.556 -2.663  0.17
H: -1.352 -1.286 -2.493  0.19
H: -0.226 -4.516 -0.299  0.19
H: -1.962 -4.145 0.103  0.19
H: -1.682 -4.793 -1.464  0.22
H: -1.270 -0.531 -0.518  0.21
H: -2.314 -1.613 0.229  0.18
H: -0.523 -2.554 1.779  0.23
H: 0.732 -1.931 0.711  0.23
H: -0.297 3.688 3.499  0.23
H: 1.042 4.577 1.645  0.22
H: 1.890 3.154 -0.090  0.22
H: 1.405 0.655 -0.004  0.22

Output
charge = 0
largest force on an atom = 0.0757 Eh/bohr
highest occupied orbital energy = -7.92 eV
energy relative to the best compared isomer or geometry (same formula, charge and spin) = 3.542 eV
DFT total energy = -683.543749 Ha


Formula: C10H14N4O
Source: OMol25
Level of theory: ωB97M-V/def2-TZVPD

Last column: natural (NBO) charge in e.
Element x y z (Å)
C: 4.633 -0.568 -0.243  -0.32
C: 4.806 0.789 -0.190  0.13
C: 1.189 -1.782 0.358  0.10
C: 0.567 -0.600 0.357  -0.19
C: 2.621 0.621 0.194  0.02
C: 3.226 -0.671 0.047  0.26
C: 1.301 0.610 0.308  0.30
C: -0.677 0.294 0.592  0.60
C: -2.267 -1.303 -0.420  -0.45
C: -2.982 1.107 -0.300  -0.45
N: 3.659 1.489 0.081  -0.48
N: 2.541 -1.815 0.231  -0.45
N: 0.193 1.450 0.293  -0.60
N: -1.848 0.126 -0.493  -0.37
O: -1.187 0.151 1.830  -0.70
H: 5.274 -1.127 -0.749  0.26
H: 5.700 1.297 -0.184  0.24
H: 0.751 -2.705 0.424  0.24
H: -2.551 -1.486 0.662  0.26
H: -3.156 -1.447 -1.119  0.27
H: -1.527 -1.993 -0.778  0.24
H: -3.538 0.784 0.619  0.26
H: -2.473 2.176 -0.310  0.25
H: -3.667 1.152 -1.176  0.27
H: 3.681 2.441 0.226  0.44
H: 3.134 -2.665 0.161  0.47
H: 0.268 2.201 0.880  0.40
H: -1.354 0.459 -1.328  0.45
H: -0.997 0.860 2.591  0.55

Output
charge = +2
largest force on an atom = 0.1209 Eh/bohr
highest occupied orbital energy = -16.21 eV
energy relative to the best compared isomer or geometry (same formula, charge and spin) = 1.372 eV
DFT total energy = -683.053608 Ha


Formula: C10H14N5OS
Source: OMol25
Level of theory: ωB97M-V/def2-TZVPD

Last column: natural (NBO) charge in e.
Element x y z (Å)
N: 0.360 -2.858 0.874  -0.86
C: 1.685 -2.772 0.252  -0.22
C: 1.702 -1.926 -1.021  -0.47
C: 1.519 -0.458 -0.831  0.32
C: 0.796 0.143 0.205  -0.22
C: 0.669 1.517 0.198  0.10
C: -0.161 2.232 1.226  -0.47
C: -1.362 3.002 0.625  -0.54
S: -2.000 2.350 -0.928  0.34
C: -2.605 0.787 -0.461  0.27
N: -3.242 0.045 -1.303  -0.29
N: -3.511 -1.144 -0.624  -0.26
C: -3.025 -1.002 0.553  0.28
O: -2.414 0.195 0.742  -0.45
C: 1.321 2.248 -0.815  0.03
N: 2.009 1.679 -1.765  -0.12
N: 2.056 0.358 -1.732  -0.25
H: 0.006 -3.801 0.863  0.39
H: 0.413 -2.555 1.835  0.37
H: 2.440 -2.431 0.955  0.20
H: 2.005 -3.764 -0.057  0.22
H: 0.914 -2.283 -1.683  0.27
H: 2.650 -2.099 -1.531  0.23
H: 0.306 -0.461 0.942  0.27
H: 0.459 2.886 1.833  0.26
H: -0.556 1.477 1.900  0.24
H: -2.144 3.081 1.369  0.25
H: -1.065 4.019 0.382  0.25
H: -3.069 -1.728 1.340  0.22
H: 1.271 3.322 -0.847  0.24
H: 2.575 -0.059 -2.495  0.43

Output
charge = +1
largest force on an atom = 0.0172 Eh/bohr
highest occupied orbital energy = -12.07 eV
DFT total energy = -1136.377281 Ha